The following is a DFT calculation (ωB97M-V with the def2-TZVPD basis set) of a cluster of 15 separate species, C30H90O15 in total at a distorted geometry.

Calculated values
**ΔE to the lowest compared entry with this formula, charge and spin**: 418.2 kJ/mol
**Total energy**: -63278.973 eV
**HOMO energy**: -9.4 eV

Last column: Löwdin charge in e.
Geometry (Å):
C: 2.66 1.65 2.97  -0.07
C: 2.06 2.39 4.17  -0.28
O: 1.88 3.79 3.93  -0.08
H: 2.02 1.80 2.10  0.05
H: 2.81 0.60 3.16  0.06
H: 3.63 2.11 2.73  0.08
H: 2.76 2.33 5.01  0.11
H: 1.10 1.93 4.41  0.09
H: 1.82 4.01 3.01  0.03
C: -4.58 -0.54 -4.05  -0.08
C: -3.58 0.55 -3.73  -0.30
O: -2.66 0.13 -2.69  -0.13
H: -5.23 -0.23 -4.91  0.10
H: -5.20 -0.67 -3.13  0.07
H: -4.09 -1.49 -4.27  0.08
H: -4.13 1.42 -3.39  0.10
H: -3.00 0.79 -4.65  0.11
H: -2.02 0.87 -2.62  0.05
C: 4.05 -3.75 2.33  -0.07
C: 3.70 -2.27 2.57  -0.29
O: 3.41 -1.49 1.41  -0.12
H: 3.20 -4.34 1.91  0.07
H: 4.39 -4.22 3.24  0.06
H: 4.87 -3.78 1.60  0.08
H: 4.51 -1.71 3.05  0.12
H: 2.87 -2.32 3.27  0.09
H: 2.89 -1.90 0.69  0.07
C: -2.81 0.70 4.23  -0.08
C: -1.89 1.36 3.23  -0.29
O: -0.75 0.57 2.87  -0.10
H: -2.23 0.48 5.13  0.07
H: -3.32 -0.20 3.88  0.07
H: -3.59 1.43 4.52  0.08
H: -1.47 2.22 3.75  0.11
H: -2.40 1.75 2.34  0.09
H: -0.89 0.34 1.96  0.01
C: 2.26 2.20 -3.29  -0.06
C: 0.82 2.69 -3.21  -0.30
O: -0.17 1.67 -3.38  -0.12
H: 2.34 1.77 -4.30  0.07
H: 2.47 1.43 -2.54  0.06
H: 2.99 3.04 -3.18  0.09
H: 0.73 3.47 -4.00  0.13
H: 0.56 3.19 -2.31  0.06
H: -0.09 1.40 -4.32  0.09
C: 2.07 6.27 0.73  -0.09
C: 2.13 4.85 0.15  -0.30
O: 0.91 4.29 -0.34  -0.11
H: 1.61 6.90 -0.09  0.09
H: 3.04 6.82 0.95  0.09
H: 1.46 6.36 1.63  0.07
H: 2.56 4.14 0.89  0.10
H: 2.76 4.79 -0.77  0.12
H: 0.25 4.41 0.34  0.04
C: 1.05 0.29 -0.06  -0.08
C: -0.20 -0.42 -0.46  -0.23
O: -1.36 -0.16 0.42  -0.10
H: 1.11 1.39 -0.14  0.07
H: 1.83 -0.09 -0.71  0.06
H: 1.33 0.05 0.99  0.07
H: 0.00 -1.52 -0.57  0.11
H: -0.54 -0.05 -1.48  0.09
H: -1.80 -1.02 0.47  0.05
C: -0.18 -1.35 -5.48  -0.08
C: 0.15 -1.73 -4.02  -0.27
O: -0.99 -2.12 -3.20  -0.10
H: -0.98 -0.54 -5.51  0.07
H: -0.50 -2.22 -6.12  0.08
H: 0.74 -0.91 -5.92  0.08
H: 0.68 -0.83 -3.65  0.09
H: 0.89 -2.54 -3.98  0.11
H: -1.67 -1.45 -3.22  0.03
C: 4.04 -2.26 -2.80  -0.07
C: 3.23 -3.35 -2.12  -0.31
O: 2.53 -2.83 -1.03  -0.09
H: 4.77 -1.87 -2.14  0.05
H: 3.44 -1.41 -3.12  0.06
H: 4.48 -2.63 -3.76  0.09
H: 4.01 -4.05 -1.90  0.10
H: 2.56 -3.91 -2.76  0.10
H: 1.75 -3.37 -0.84  0.04
C: -2.12 3.87 -1.71  -0.07
C: -1.73 3.12 -0.43  -0.30
O: -1.64 3.86 0.80  -0.07
H: -3.22 4.09 -1.74  0.08
H: -1.83 3.26 -2.58  0.05
H: -1.58 4.85 -1.81  0.09
H: -0.73 2.67 -0.61  0.08
H: -2.44 2.29 -0.32  0.09
H: -2.41 4.40 0.90  0.08
C: -0.10 -4.35 1.03  -0.09
C: -0.72 -4.65 -0.31  -0.28
O: 0.12 -4.13 -1.35  -0.12
H: -0.13 -3.24 1.18  0.09
H: 0.87 -4.77 1.13  0.06
H: -0.65 -4.88 1.79  0.07
H: -1.76 -4.26 -0.38  0.10
H: -0.77 -5.77 -0.46  0.13
H: -0.35 -3.46 -1.93  0.07
C: -5.57 1.20 -0.40  -0.08
C: -5.49 1.87 0.99  -0.33
O: -6.72 2.38 1.42  -0.06
H: -4.62 0.79 -0.60  0.03
H: -5.90 1.94 -1.16  0.09
H: -6.31 0.42 -0.30  0.07
H: -4.73 2.68 0.89  0.10
H: -5.10 1.20 1.74  0.11
H: -7.20 2.84 0.74  0.08
C: 5.20 1.30 -0.36  -0.09
C: 6.17 0.40 0.46  -0.32
O: 5.97 -0.95 0.14  -0.09
H: 5.36 2.38 -0.13  0.07
H: 4.16 1.05 -0.19  0.04
H: 5.45 1.18 -1.43  0.07
H: 5.98 0.58 1.52  0.10
H: 7.21 0.67 0.18  0.11
H: 5.11 -1.20 0.49  0.04
C: 0.37 -3.38 4.75  -0.10
C: -0.37 -2.12 4.69  -0.36
O: 0.55 -1.03 4.72  -0.10
H: 1.27 -3.32 5.39  0.09
H: 0.83 -3.51 3.76  0.05
H: -0.23 -4.23 5.06  0.08
H: -1.02 -2.04 5.57  0.11
H: -1.00 -2.01 3.79  0.10
H: 0.18 -0.38 4.08  0.04
C: -4.62 -2.65 -0.84  -0.06
C: -4.33 -2.79 0.66  -0.29
O: -2.98 -2.50 0.95  -0.10
H: -4.18 -3.45 -1.38  0.06
H: -4.19 -1.72 -1.33  0.07
H: -5.67 -2.64 -1.00  0.06
H: -4.53 -3.85 0.99  0.13
H: -4.96 -2.14 1.26  0.10
H: -2.74 -2.94 1.78  0.09

---

The following is a DFT calculation (ωB97M-V with the def2-TZVPD basis set) of a structure of composition C16H17Cl2O8SV at a distorted geometry.

Calculated values
**ΔE to the lowest compared entry with this formula, charge and spin**: 31.0 kJ/mol
**Total energy**: -94817.367 eV
**HOMO energy (spin up / spin down)**: -3.6 / -4.0 eV
**Net charge**: -1
**Spin multiplicity**: 4

Last column: natural (NBO) charge in e.
Geometry (Å):
V: 8.40 8.78 9.06  1.29
O: 6.06 13.00 8.57  -0.69
C: 7.10 12.17 8.85  0.79
O: 6.94 10.97 8.84  -0.60
C: 8.36 12.91 9.25  -0.17
O: 9.41 12.07 9.67  -0.51
C: 10.41 11.94 8.65  -0.18
C: 10.00 11.07 7.42  0.76
O: 10.20 11.60 6.33  -0.68
O: 9.62 9.88 7.75  -0.84
H: 5.33 12.48 8.25  0.50
H: 8.03 13.58 10.07  0.21
H: 8.61 13.52 8.38  0.21
H: 11.25 11.44 9.14  0.19
H: 10.72 12.94 8.30  0.17
Cl: 8.27 7.11 5.82  0.01
C: 9.87 6.47 6.19  -0.03
C: 10.73 6.41 5.10  -0.22
C: 11.93 5.78 5.20  -0.24
C: 12.27 5.20 6.41  -0.22
C: 11.42 5.31 7.50  -0.07
Cl: 11.93 4.54 8.97  -0.02
C: 10.22 5.99 7.47  -0.18
S: 9.29 6.29 8.95  -0.39
H: 10.38 6.76 4.15  0.22
H: 12.66 5.85 4.43  0.21
H: 13.20 4.68 6.56  0.21
O: 4.91 6.55 8.77  -0.50
C: 5.53 7.39 9.31  0.55
C: 4.82 9.35 10.41  -0.61
C: 5.93 8.36 10.09  0.04
O: 7.10 8.62 10.55  -0.86
H: 4.60 9.35 11.47  0.20
H: 3.88 9.19 9.83  0.20
H: 5.18 10.31 10.14  0.21
C: 12.01 8.34 8.93  -0.74
C: 11.42 8.24 10.31  0.68
C: 12.39 7.45 11.23  -0.72
O: 10.32 8.68 10.66  -0.60
H: 12.62 7.45 8.71  0.23
H: 12.65 9.23 8.98  0.23
H: 11.22 8.47 8.17  0.27
H: 13.37 7.47 10.79  0.21
H: 12.00 6.43 11.23  0.26
H: 12.36 7.84 12.21  0.22

---

The following is a DFT calculation (ωB97M-V with the def2-TZVPD basis set) of a structure of composition C19H26HfN3O at a distorted geometry.

Calculated values
**Total energy**: -27941.556 eV
**HOMO energy (spin up / spin down)**: -6.6 / -6.6 eV
**Net charge**: +1

Last column: natural (NBO) charge in e.
Geometry (Å):
C: 3.32 -0.30 -2.81  0.09
C: 3.96 -1.26 -1.90  -0.67
C: 2.73 -0.77 -4.07  -0.68
C: 3.54 1.14 -2.60  -0.67
H: 3.48 -0.88 -4.86  0.23
H: 1.97 -0.07 -4.45  0.22
H: 2.26 -1.76 -3.94  0.22
H: 5.00 -1.47 -2.19  0.22
H: 3.43 -2.22 -1.89  0.22
H: 3.99 -0.87 -0.87  0.21
H: 4.49 1.48 -3.06  0.22
H: 3.61 1.38 -1.53  0.21
H: 2.74 1.75 -3.04  0.22
C: -2.07 -2.43 -0.09  -0.34
C: -1.71 -2.04 -1.41  -0.34
C: -0.28 -1.86 -1.44  -0.34
H: -2.37 -2.04 -2.28  0.26
C: 0.24 -2.16 -0.14  -0.34
C: -0.87 -2.54 0.69  -0.36
H: -0.79 -2.97 1.69  0.25
H: -3.06 -2.77 0.22  0.26
H: 0.34 -1.71 -2.32  0.26
H: 1.29 -2.27 0.11  0.26
C: -1.22 2.26 -0.37  -0.35
C: -2.36 1.66 -1.00  -0.34
C: -1.88 0.79 -2.03  -0.34
H: -3.40 1.96 -0.85  0.26
C: -0.44 0.83 -2.01  -0.34
C: -0.04 1.74 -0.99  -0.35
H: 0.98 2.11 -0.84  0.25
H: -1.24 3.09 0.34  0.25
H: -2.50 0.33 -2.80  0.26
H: 0.23 0.41 -2.75  0.26
Hf: -1.23 -0.19 0.03  1.53
C: -3.89 0.44 3.87  -0.40
N: -2.44 0.59 3.64  -0.37
C: -1.57 1.04 4.62  0.13
C: -0.24 1.17 4.33  -0.35
C: 0.24 0.84 3.05  0.49
N: -0.64 0.39 2.11  -0.60
C: -1.97 0.32 2.45  0.76
O: -2.76 -0.04 1.46  -0.69
N: 1.50 0.95 2.62  -0.73
H: -4.46 1.08 3.18  0.24
H: -4.11 0.73 4.90  0.22
H: -4.20 -0.59 3.71  0.24
H: -2.05 1.24 5.58  0.25
H: 0.46 1.53 5.07  0.26
H: 2.25 1.30 3.20  0.42
H: 1.73 0.65 1.67  0.44